Density functional theory data (wB97M-V/def2-TZVPD) for C25H102CuN22O31 as an isolated structure in a non-equilibrium geometry.

As for the total charge: 0. As for the expectation value of S²: 0.753. Its HOMO energy (spin up / spin down) is -9.03 / -8.95 eV. The spin multiplicity is 2. Its LUMO energy (spin up / spin down) is 0.11 / -0.60 eV. The calculation puts the HOMO-LUMO gap (spin up / spin down) at 0.3359 / 0.3069 Eh.

Atoms and positions in Å:
Cu -2.5977 0.4848 1.6586
C 0.9338 0.7572 2.2792
C 0.0229 1.7922 1.6034
C 0.0040 1.7686 0.1302
O -1.2533 1.6507 2.1153
H 0.5174 -0.2748 2.1577
H 1.1202 0.8886 3.3571
H 1.9005 0.7117 1.8338
H 0.4654 2.7938 1.8436
H -0.6204 1.0141 -0.2024
H 1.0273 1.4854 -0.2373
H -0.3959 2.7432 -0.1959
C -2.1461 -2.1629 3.1589
C -2.8625 -2.3366 1.8001
C -3.8168 -3.5210 1.8927
O -3.5509 -1.1621 1.4601
H -1.6502 -3.0876 3.3279
H -2.9655 -1.8769 3.8750
H -1.4363 -1.3077 3.2050
H -2.0743 -2.5328 1.0669
H -4.1744 -3.8906 0.9109
H -4.6911 -3.1871 2.4683
H -3.4505 -4.3263 2.5292
C 2.1581 3.7667 3.7233
O 1.4025 3.6543 4.6834
N 1.9678 4.5709 2.6348
N 3.3542 3.0450 3.6678
H 1.2122 5.2466 2.7285
H 2.6116 4.7276 1.8742
H 3.4047 2.4620 4.4496
H 4.1764 3.2551 3.0211
C -5.3495 0.8732 -4.7961
O -5.5449 2.1044 -4.6681
N -4.1105 0.2938 -4.7344
N -6.3777 -0.0059 -5.1314
H -4.0113 -0.5775 -5.2831
H -3.3758 0.9813 -4.9061
H -7.2769 0.3987 -5.2291
H -6.1579 -0.9807 -5.2758
C -4.0870 -3.1412 -4.2526
O -4.6287 -2.5890 -5.2385
N -4.7514 -3.6713 -3.1594
N -2.7551 -3.1911 -4.1282
H -4.0933 -4.2937 -2.6390
H -5.7309 -3.5851 -3.0730
H -2.2647 -2.8471 -4.9505
H -2.3316 -3.4374 -3.2735
C -3.7043 0.8255 -1.1015
O -3.3923 1.3151 0.0193
N -3.7295 -0.5291 -1.3233
N -4.1014 1.6896 -2.1116
H -3.7975 -0.7731 -2.2769
H -3.5201 -1.0523 -0.4585
H -3.8122 2.6656 -1.9680
H -4.0179 1.2524 -3.0280
C 2.8912 -2.3649 5.0577
O 3.1123 -2.9423 3.9877
N 1.8362 -2.6441 5.7807
N 3.7532 -1.4466 5.6160
H 1.3517 -2.0255 6.4104
H 1.1775 -3.3230 5.3599
H 4.3437 -1.0230 4.8989
H 3.4827 -0.8622 6.4033
C 3.3280 -4.8679 -1.1722
O 2.4942 -4.3288 -1.8883
N 3.5557 -6.2707 -1.2949
N 3.9801 -4.2754 -0.1796
H 4.4605 -6.6500 -0.9689
H 3.2630 -6.7139 -2.1251
H 4.0955 -3.2728 -0.1209
H 4.4621 -4.7979 0.5294
C 0.5360 4.9649 -2.0854
O 1.7015 4.5075 -2.0494
N -0.3730 4.5928 -3.0189
N 0.1335 5.9601 -1.2232
H -0.2528 3.6667 -3.4471
H -1.2388 5.0807 -3.0741
H 0.9169 6.4632 -0.8726
H -0.6345 6.4859 -1.5421
C -0.8515 -3.6250 -1.2443
O -2.0237 -3.3363 -1.1741
N -0.3231 -4.7649 -1.8097
N 0.1285 -2.7828 -0.7610
H 0.6565 -4.8063 -2.0286
H -0.9373 -5.4254 -2.3049
H 1.0847 -3.1653 -0.6696
H -0.0708 -2.3751 0.1977
C -5.3783 1.6748 2.2249
O -4.2191 1.7038 2.6026
N -5.8516 0.5542 1.5887
N -6.2088 2.7962 2.5061
H -6.6740 0.6148 1.0179
H -5.2365 -0.2633 1.5825
H -5.7835 3.4504 3.1582
H -7.1749 2.5127 2.7087
C 5.4614 2.0906 0.7346
O 5.8769 2.3829 1.8297
N 4.0823 2.1075 0.5169
N 6.2086 2.0148 -0.4566
H 3.7275 1.7736 -0.3992
H 3.5531 1.6678 1.2735
H 7.2247 2.0933 -0.3645
H 5.8150 1.6667 -1.3530
C -3.3824 4.6216 -0.3334
O -3.2716 5.3904 -1.3714
N -4.5160 4.0782 0.1365
N -2.3226 4.3545 0.4589
H -4.5053 3.3273 0.7743
H -5.3442 4.4279 -0.2225
H -2.3928 3.7922 1.2521
H -1.4224 4.6798 0.1835
O -1.8715 3.5049 3.9507
H -0.9821 3.7130 4.2986
H -1.8596 2.8194 3.2243
O 3.0125 5.8821 0.1960
H 3.9461 6.1696 -0.0396
H 2.6456 5.3321 -0.4902
O -2.9810 0.8927 5.4614
H -2.5092 1.6928 5.2375
H -3.4463 0.7016 4.6493
O -1.7306 -1.7037 -6.2901
H -0.8111 -1.4764 -6.5145
H -2.0496 -2.0284 -7.1092
O 0.8246 -1.5229 -6.9602
H 1.0930 -1.4330 -6.0181
H 1.5405 -1.9752 -7.4050
O -4.4426 4.6699 4.0242
H -4.1151 5.1059 3.2254
H -3.7815 3.9949 4.3274
O -0.7324 -1.7009 6.5498
H -1.3274 -1.0515 6.1038
H -1.2362 -2.3802 6.9772
O 3.2812 -1.5568 0.2003
H 3.9588 -1.0529 0.6770
H 2.6048 -1.9861 0.6856
O -3.1523 4.2207 -4.1981
H -3.4069 4.6743 -3.3856
H -3.8182 3.5190 -4.2653
O 2.8710 -1.5503 -2.3901
H 2.7483 -1.1545 -1.5108
H 2.5765 -2.4709 -2.3482
C 0.2627 -5.3284 2.4947
C 1.5289 -4.8916 1.7882
O 1.6078 -3.4112 1.7769
O 0.1919 -4.8549 3.8247
H 0.3179 -6.4447 2.4264
H -0.6362 -5.0939 2.0004
H 1.6311 -5.2637 0.7926
H 2.4058 -5.3371 2.2937
H 2.1871 -3.1388 2.5956
H -0.6367 -5.1466 4.1982
C -0.1891 -0.6573 -3.4875
C -0.6082 0.7221 -4.0277
O 0.1890 1.7973 -3.5238
O 1.0027 -1.0594 -4.2272
H -1.0312 -1.4351 -3.6382
H -0.0097 -0.6064 -2.3306
H -1.6524 0.9010 -3.6780
H -0.5861 0.7713 -5.1357
H 0.7628 1.4582 -2.7858
H 1.7441 -1.2556 -3.6170
C 6.4346 -2.2771 3.1419
C 6.6440 -0.7707 2.9510
O 5.4280 -0.0307 3.3813
O 5.3236 -2.7713 2.3804
H 6.1817 -2.4682 4.2108
H 7.4142 -2.7588 2.8436
H 6.8631 -0.6979 1.8832
H 7.4814 -0.4277 3.5517
H 5.7491 0.8843 3.3956
H 4.7660 -3.2656 2.9645
C 3.6447 2.2912 -3.3417
C 4.2226 1.0086 -4.0340
O 5.0198 0.1459 -3.2807
O 2.8763 1.9412 -2.1750
H 3.0306 2.7750 -4.0779
H 4.4564 2.9907 -3.1120
H 4.9059 1.4364 -4.8114
H 3.3849 0.3423 -4.4969
H 4.4874 -0.6876 -3.1078
H 2.3784 2.7434 -1.9400

Density functional theory data (wB97M-V/def2-TZVPD) for C25H10CrF10N6O2 as an isolated structure.

As for the total charge: 0. As for the expectation value of S²: 6.066. Its HOMO energy (spin up / spin down) is -8.03 / -8.60 eV. The energy above the lowest of the compared OMol25 structures with the same formula, charge and spin is 0.270 eV. The spin multiplicity is 5. Its LUMO energy (spin up / spin down) is -1.71 / -2.74 eV. The calculation puts the HOMO-LUMO gap (spin up / spin down) at 0.2323 / 0.2153 Eh.

Atoms and positions in Å:
Cr 0.4815 -0.4189 1.1214
O 0.5849 0.5677 -0.4674
C 1.4739 1.4159 -0.9497
C 1.1911 2.0248 -2.1798
C 2.0710 2.9200 -2.7402
C 3.2679 3.2438 -2.0945
C 3.5564 2.6508 -0.8874
C 2.6752 1.7355 -0.2965
C 3.0068 1.1006 0.9701
N 2.2828 0.1981 1.6244
C 2.9763 -0.1724 2.7596
C 4.1348 0.5209 2.7945
N 4.1413 1.3103 1.6641
H 0.2616 1.7658 -2.6689
H 1.8293 3.3801 -3.6882
H 3.9607 3.9435 -2.5370
H 4.4890 2.9056 -0.3999
H 2.5869 -0.9036 3.4443
H 4.9414 0.5238 3.5002
H 4.8689 1.9517 1.3971
C 0.9689 -4.4990 1.9481
C 0.3157 -3.1854 2.3793
O 0.8715 -2.1307 1.6994
C -1.1930 -3.2267 2.1022
F -1.4150 -3.3416 0.7865
F -1.8086 -4.2379 2.7135
F -1.7760 -2.0877 2.5064
C 0.5760 -2.9281 3.8696
F 0.1722 -1.7083 4.2310
F -0.0271 -3.8172 4.6582
F 1.8939 -2.9881 4.1202
H 0.7708 -4.6623 0.8919
H 0.5842 -5.3428 2.5184
H 2.0428 -4.4249 2.0963
F -4.3285 3.0415 -1.0044
C -3.6388 1.9587 -1.3773
C -3.5933 1.6428 -2.7110
F -4.2574 2.4295 -3.5600
C -2.8438 0.5525 -3.2174
C -2.1711 -0.2053 -2.2309
C -2.2434 0.1168 -0.9020
F -1.6359 -0.7513 -0.0309
C -2.9448 1.2242 -0.4027
C -2.9201 1.5889 0.9922
C -1.7417 1.2734 1.6207
N -0.6552 0.9760 1.9303
C -3.9610 2.2547 1.6848
N -4.7977 2.7852 2.2684
F -1.4684 -1.2865 -2.5726
C -2.7683 0.2486 -4.6012
C -2.0010 -0.8279 -5.1201
N -1.3824 -1.6715 -5.5997
C -3.4483 0.9943 -5.5991
N -3.9569 1.5721 -6.4543